# 1
{
  "formula": "C15H18BrN3O4P2",
  "method": "wB97M-V/def2-TZVPD",
  "smiles": "CC(=O)N(C(C)=O)[C@@](C#N)([C@@H](C#N)P(C)O)P(O)Br.c1ccccc1",
  "total_charge": 0,
  "symbols": ["C", "C", "O", "N", "C", "C", "O", "C", "C", "N", "C", "C", "N", "P", "C", "O", "P", "O", "Br", "H", "H", "H", "H", "H", "H", "H", "H", "H", "H", "H", "H", "C", "C", "C", "C", "C", "C", "H", "H", "H", "H", "H", "H"],
  "positions_angstrom": [[3.7882, 0.2799, 0.3745], [3.1068, 0.9822, -0.8114], [3.4284, 0.6517, -1.8965], [2.0549, 1.9877, -0.7200], [2.2799, 3.0133, 0.2820], [2.2012, 4.4894, -0.2214], [2.4754, 2.8443, 1.4376], [0.6831, 1.4454, -0.7927], [0.6249, -0.0334, -0.3795], [0.5783, -1.0085, 0.1808], [-0.4505, 2.3218, -0.1768], [-1.7675, 1.8809, -0.8455], [-2.6923, 1.3629, -1.2124], [-0.6969, 2.3141, 1.6923], [-2.5580, 2.2142, 1.9014], [-0.1404, 0.9179, 2.4135], [0.2695, 1.3876, -2.7226], [1.3585, 2.4776, -3.3816], [0.7605, -0.6968, -3.4545], [3.4051, -0.7636, 0.3768], [3.6233, 0.7448, 1.3597], [4.8765, 0.1887, 0.1850], [2.8431, 5.1333, 0.4082], [1.1689, 4.8856, -0.0900], [2.4860, 4.5208, -1.2910], [-0.2968, 3.3716, -0.5056], [-2.7417, 2.4657, 2.9682], [-3.0794, 2.9910, 1.3092], [-2.9521, 1.1937, 1.7358], [0.1180, 1.1663, 3.3136], [1.1982, 3.3113, -2.9053], [-2.5758, -3.5626, 0.4817], [-1.2417, -3.8123, 0.1862], [-0.8405, -5.0908, -0.1812], [-1.7719, -6.1196, -0.2488], [-3.1040, -5.8709, 0.0555], [-3.5066, -4.5923, 0.4193], [-2.8904, -2.5641, 0.7617], [-0.5156, -3.0096, 0.2415], [0.1994, -5.2855, -0.4152], [-1.4590, -7.1159, -0.5378], [-3.8297, -6.6743, 0.0084], [-4.5463, -4.3977, 0.6544]],
  "nbo_charge": [-0.740, 0.718, -0.487, -0.626, 0.733, -0.727, -0.503, -0.219, 0.248, -0.281, -0.639, 0.253, -0.287, 1.077, -0.964, -0.957, 1.057, -0.963, -0.171, 0.265, 0.245, 0.249, 0.255, 0.234, 0.224, 0.275, 0.243, 0.247, 0.249, 0.509, 0.488, -0.217, -0.216, -0.214, -0.215, -0.223, -0.203, 0.210, 0.239, 0.210, 0.209, 0.209, 0.207]
}

# 2
{
  "formula": "C15H18ClF3N2O8",
  "method": "wB97M-V/def2-TZVPD",
  "smiles": "CCOCCO[C@](C#N)([C@H](Cl)C#N)C(F)(F)F.O=C1OCCO1.O=C1OCCO1",
  "total_charge": 0,
  "symbols": ["C", "C", "O", "C", "C", "O", "C", "C", "N", "C", "Cl", "C", "N", "C", "F", "F", "F", "H", "H", "H", "H", "H", "H", "H", "H", "H", "H", "O", "C", "O", "C", "C", "O", "H", "H", "H", "H", "O", "C", "O", "C", "C", "O", "H", "H", "H", "H"],
  "positions_angstrom": [[-2.5249, 2.7172, -1.9632], [-0.9625, 2.5099, -2.3965], [-0.7100, 1.1514, -2.8428], [0.6523, 0.7391, -2.5937], [0.6149, -0.8573, -2.2454], [-0.1540, -0.9793, -1.0172], [-0.0761, -2.2977, -0.4534], [-0.4911, -3.4672, -1.5099], [-0.6751, -4.3926, -2.2753], [-1.1991, -2.3253, 0.7391], [-0.6650, -1.3357, 2.1842], [-1.6862, -3.8129, 1.0976], [-1.8546, -4.8584, 1.6990], [1.3905, -2.6799, 0.1011], [1.3964, -3.5385, 1.2337], [2.0912, -3.3506, -0.9737], [2.1366, -1.5094, 0.4332], [-2.6845, 2.4119, -0.8693], [-2.8511, 3.8142, -2.1047], [-3.2249, 2.0775, -2.6231], [-0.7597, 3.2825, -3.2322], [-0.3375, 2.8161, -1.4814], [1.1452, 1.2804, -1.6882], [1.3715, 0.9232, -3.4846], [1.7143, -1.1739, -2.1610], [0.1169, -1.3773, -3.1573], [-2.1244, -1.7928, 0.2835], [5.2829, -7.1140, 5.2638], [4.3349, -6.5524, 4.7901], [3.1747, -6.3023, 5.4594], [2.4022, -5.4332, 4.6442], [2.9342, -5.6969, 3.2692], [4.2787, -6.0829, 3.5126], [1.3387, -5.6623, 4.7310], [2.5710, -4.4016, 4.9678], [2.4146, -6.5205, 2.7704], [2.8934, -4.8135, 2.6305], [-3.8133, 5.3796, -1.2380], [-3.0596, 6.3108, -1.1642], [-3.4002, 7.5406, -0.6902], [-2.1972, 8.2826, -0.5527], [-1.2713, 7.6086, -1.5183], [-1.7523, 6.2729, -1.5452], [-2.3596, 9.3341, -0.7953], [-1.8511, 8.2061, 0.4824], [-1.3387, 8.0292, -2.5261], [-0.2310, 7.6405, -1.1899]],
  "nbo_charge": [-0.654, -0.071, -0.551, -0.073, -0.120, -0.500, 0.148, 0.212, -0.237, -0.282, 0.033, 0.231, -0.249, 0.966, -0.319, -0.327, -0.314, 0.203, 0.253, 0.215, 0.170, 0.170, 0.183, 0.185, 0.203, 0.214, 0.296, -0.569, 0.961, -0.484, -0.102, -0.104, -0.484, 0.207, 0.182, 0.187, 0.207, -0.570, 0.969, -0.478, -0.102, -0.101, -0.488, 0.207, 0.186, 0.187, 0.205]
}

# 3
{
  "formula": "C15H18F3N3O9",
  "method": "wB97M-V/def2-TZVPD",
  "relative_energy_kj_mol": 37.96,
  "smiles": "O=C1OC[C@@H](F)O1.O=C1OC[C@@H](F)O1.O=C1OC[C@@H](F)O1.CC#N.CC#N.CC#N",
  "total_charge": 0,
  "symbols": ["O", "C", "O", "C", "C", "F", "O", "H", "H", "H", "O", "C", "O", "C", "C", "F", "O", "H", "H", "H", "O", "C", "O", "C", "C", "F", "O", "H", "H", "H", "C", "C", "N", "H", "H", "H", "C", "C", "N", "H", "H", "H", "C", "C", "N", "H", "H", "H"],
  "positions_angstrom": [[1.4783, -3.6998, 1.6557], [0.9557, -2.7809, 2.2252], [-0.3319, -2.6886, 2.6979], [-0.6210, -1.2605, 2.9323], [0.7840, -0.7149, 3.1663], [1.1179, -0.8894, 4.4804], [1.6045, -1.5852, 2.4032], [-1.2941, -0.8607, 2.1804], [-1.1730, -1.1588, 3.8370], [0.9871, 0.3163, 2.8582], [-0.7957, 6.2597, -1.1745], [-1.0116, 5.1146, -0.9127], [-0.1744, 4.3401, -0.1709], [-0.7131, 3.0500, -0.1585], [-2.1644, 3.1412, -0.5216], [-2.9411, 2.9946, 0.5407], [-2.1949, 4.4298, -1.0890], [-0.1731, 2.3853, -0.8377], [-0.5155, 2.8316, 0.9290], [-2.4075, 2.3836, -1.2076], [-2.4290, -3.1297, 0.4938], [-1.6123, -3.8107, -0.0303], [-1.4581, -5.1922, 0.1940], [-0.1447, -5.6459, -0.3396], [0.1146, -4.6291, -1.3628], [-0.3447, -5.0822, -2.6186], [-0.6676, -3.4863, -0.9603], [0.6204, -5.6384, 0.4444], [-0.2968, -6.6970, -0.6581], [1.1714, -4.3738, -1.4168], [-2.0432, -0.6385, -2.6910], [-1.4786, -0.4450, -1.3707], [-1.2181, -0.1376, -0.3234], [-1.1751, -1.0766, -3.2350], [-2.4049, 0.3157, -3.1086], [-2.8818, -1.3353, -2.6919], [2.3546, 6.2921, 0.6108], [2.4400, 5.0015, 1.2809], [2.5458, 4.0170, 1.8870], [1.5525, 6.2859, -0.0934], [3.2712, 6.4045, 0.0805], [2.2965, 7.0851, 1.3396], [2.0321, -1.1459, -1.1265], [1.5740, -0.5829, -2.3840], [1.2090, -0.1052, -3.3809], [3.0370, -1.5836, -1.3089], [1.4181, -1.9289, -0.7017], [2.1014, -0.3448, -0.3625]],
  "nbo_charge": [-0.606, 0.988, -0.482, -0.140, 0.430, -0.338, -0.499, 0.246, 0.214, 0.190, -0.564, 0.975, -0.487, -0.140, 0.444, -0.318, -0.499, 0.207, 0.228, 0.155, -0.549, 0.995, -0.510, -0.146, 0.437, -0.351, -0.520, 0.232, 0.231, 0.181, -0.738, 0.344, -0.406, 0.279, 0.256, 0.263, -0.724, 0.317, -0.372, 0.273, 0.249, 0.254, -0.739, 0.307, -0.363, 0.259, 0.264, 0.270]
}

# 4
{
  "formula": "C15H18N2O2S",
  "method": "wB97M-V/def2-TZVPD",
  "relative_energy_kj_mol": 92.91,
  "smiles": "COCCCNC(=O)c1ccc(-c2csc(C)n2)cc1",
  "total_charge": 0,
  "symbols": ["C", "O", "C", "C", "C", "N", "C", "O", "C", "C", "C", "C", "C", "C", "S", "C", "C", "N", "C", "C", "H", "H", "H", "H", "H", "H", "H", "H", "H", "H", "H", "H", "H", "H", "H", "H", "H", "H"],
  "positions_angstrom": [[-4.8540, 3.8451, -2.2387], [-5.5875, 2.9582, -1.4329], [-5.0169, 2.6593, -0.1805], [-3.8000, 1.7204, -0.2331], [-2.4545, 2.4524, -0.2437], [-1.3479, 1.5285, -0.1564], [-0.6054, 1.3925, 0.9717], [-0.7756, 2.0862, 1.9558], [0.4421, 0.3329, 0.9109], [1.0863, -0.0364, -0.2672], [2.0596, -1.0138, -0.2509], [2.4133, -1.6511, 0.9397], [3.4396, -2.6831, 0.9099], [3.9345, -3.3879, 1.9735], [5.1367, -4.5047, 1.4724], [4.8930, -3.9402, -0.1808], [5.6716, -4.5112, -1.3023], [4.0078, -3.0265, -0.2853], [1.7768, -1.2688, 2.1210], [0.8111, -0.2849, 2.1034], [-4.5388, 4.7296, -1.6727], [-5.5225, 4.1513, -3.0422], [-3.9705, 3.3678, -2.6775], [-4.7489, 3.5868, 0.3469], [-5.8268, 2.1705, 0.3665], [-3.8925, 1.0865, -1.1182], [-3.8201, 1.0747, 0.6465], [-2.3406, 3.0588, -1.1472], [-2.3783, 3.1017, 0.6324], [-1.2531, 0.8488, -0.8934], [0.8540, 0.4600, -1.1989], [2.5674, -1.3008, -1.1584], [3.6739, -3.3216, 3.0095], [5.3780, -4.0234, -2.2277], [5.4889, -5.5818, -1.3844], [6.7380, -4.3630, -1.1378], [2.0396, -1.7387, 3.0560], [0.3218, 0.0259, 3.0143]],
  "nbo_charge": [-0.249, -0.535, -0.060, -0.444, -0.228, -0.611, 0.666, -0.624, -0.151, -0.196, -0.202, 0.031, 0.071, -0.424, 0.379, 0.109, -0.660, -0.445, -0.218, -0.153, 0.165, 0.195, 0.158, 0.161, 0.195, 0.206, 0.217, 0.190, 0.235, 0.393, 0.210, 0.236, 0.238, 0.242, 0.231, 0.231, 0.209, 0.234]
}

# 5
{
  "formula": "C15H18N2O3S",
  "method": "wB97M-V/def2-TZVPD",
  "relative_energy_kj_mol": 179.61,
  "smiles": "CCOc1ccc(CC(=O)Nc2nccs2)cc1OCC",
  "total_charge": 0,
  "symbols": ["C", "C", "O", "C", "C", "C", "C", "C", "C", "O", "N", "C", "N", "C", "C", "S", "C", "C", "O", "C", "C", "H", "H", "H", "H", "H", "H", "H", "H", "H", "H", "H", "H", "H", "H", "H", "H", "H", "H"],
  "positions_angstrom": [[-2.1627, 3.1789, -2.0635], [-2.5894, 1.7557, -2.4054], [-2.9294, 0.9974, -1.2580], [-2.0155, 0.7649, -0.2705], [-2.5606, 0.5884, 0.9977], [-1.7773, 0.2949, 2.0956], [-0.4029, 0.1915, 1.9507], [0.4669, -0.1389, 3.1412], [0.0402, -1.4916, 3.6436], [-0.7030, -1.6750, 4.5764], [0.4795, -2.5952, 2.9289], [1.3801, -2.7090, 1.9131], [2.1890, -1.8122, 1.4723], [2.9569, -2.2791, 0.4565], [2.7457, -3.5682, 0.1017], [1.5090, -4.2657, 1.0822], [0.1563, 0.3634, 0.6931], [-0.6223, 0.6280, -0.4264], [-0.0957, 0.7534, -1.6853], [1.2994, 0.6327, -1.8660], [1.5842, 0.8227, -3.3483], [-1.2278, 3.1721, -1.5087], [-2.0239, 3.7490, -2.9780], [-2.9242, 3.6624, -1.4556], [-1.8117, 1.2562, -2.9900], [-3.5167, 1.7703, -2.9857], [-3.6309, 0.6824, 1.0923], [-2.2310, 0.1521, 3.0642], [1.5161, -0.1510, 2.8552], [0.2966, 0.5825, 3.9421], [0.0541, -3.4638, 3.2348], [3.6766, -1.6162, 0.0112], [3.2291, -4.1470, -0.6576], [1.2244, 0.2686, 0.5942], [1.8269, 1.3975, -1.2788], [1.6390, -0.3601, -1.5385], [1.2438, 1.8036, -3.6697], [2.6511, 0.7372, -3.5337], [1.0602, 0.0670, -3.9273]],
  "nbo_charge": [-0.639, -0.061, -0.500, 0.235, -0.229, -0.219, -0.022, -0.538, 0.716, -0.579, -0.636, 0.276, -0.509, -0.040, -0.453, 0.355, -0.301, 0.304, -0.533, -0.061, -0.618, 0.211, 0.213, 0.211, 0.189, 0.183, 0.225, 0.224, 0.262, 0.242, 0.418, 0.212, 0.244, 0.231, 0.171, 0.174, 0.213, 0.213, 0.214]
}

# 6
{
  "formula": "C15H18N2O5S",
  "method": "wB97M-V/def2-TZVPD",
  "relative_energy_kj_mol": 262.81,
  "smiles": "COc1ccccc1N(CC(=O)NCc1ccco1)S(C)(=O)=O",
  "total_charge": 0,
  "symbols": ["C", "O", "C", "C", "C", "C", "C", "C", "N", "C", "C", "O", "N", "C", "C", "C", "C", "C", "O", "S", "C", "O", "O", "H", "H", "H", "H", "H", "H", "H", "H", "H", "H", "H", "H", "H", "H", "H", "H", "H", "H"],
  "positions_angstrom": [[-0.5013, -0.6188, -2.6168], [-0.7268, -0.3811, -1.2459], [-1.8952, -0.8041, -0.6954], [-2.7197, -1.7903, -1.2188], [-3.8537, -2.1835, -0.5271], [-4.1817, -1.5981, 0.6812], [-3.3828, -0.5899, 1.1950], [-2.2497, -0.1870, 0.5126], [-1.4609, 0.8840, 0.9979], [-0.5104, 0.6044, 2.0560], [0.4298, -0.5690, 1.7287], [0.3903, -1.6157, 2.3431], [1.2837, -0.2981, 0.7331], [2.1989, -1.2948, 0.2115], [3.5277, -0.6855, -0.0768], [4.1042, -0.2977, -1.2513], [5.3618, 0.2581, -0.9124], [5.4511, 0.1712, 0.4415], [4.3491, -0.3967, 0.9546], [-1.0670, 2.0804, -0.0964], [-1.5063, 3.5472, 0.8751], [-1.9629, 2.0332, -1.2088], [0.3525, 2.1487, -0.3404], [-0.3109, -1.6797, -2.8126], [0.3822, -0.0350, -2.8694], [-1.3468, -0.2746, -3.2174], [-2.4756, -2.2653, -2.1560], [-4.4809, -2.9588, -0.9405], [-5.0619, -1.9146, 1.2188], [-3.6337, -0.1074, 2.1268], [0.0807, 1.5075, 2.2136], [-1.0583, 0.3544, 2.9700], [1.1730, 0.5646, 0.2073], [1.7982, -1.7323, -0.7096], [2.2819, -2.0734, 0.9763], [3.6889, -0.3990, -2.2328], [6.0904, 0.6636, -1.5838], [6.2189, 0.4640, 1.1299], [-2.5554, 3.4647, 1.1235], [-0.8926, 3.5905, 1.7641], [-1.3288, 4.4141, 0.2514]],
  "nbo_charge": [-0.253, -0.535, 0.385, -0.299, -0.182, -0.234, -0.174, 0.045, -0.692, -0.300, 0.656, -0.623, -0.614, -0.269, 0.263, -0.303, -0.318, 0.090, -0.394, 2.329, -0.851, -0.931, -0.964, 0.175, 0.206, 0.193, 0.220, 0.216, 0.218, 0.218, 0.223, 0.229, 0.437, 0.204, 0.251, 0.223, 0.227, 0.202, 0.243, 0.233, 0.248]
}

Quick rundown of electronic energy, same order as above: -4304.2694 -2053.4386 -1723.4078 -1240.5789 -1315.8048 -1466.2578 Ha
Quick rundown of HOMO energy, same order as above: -8.87 -10.16 -11.59 -8.36 -8.01 -8.54 eV